Record 1
8
Properties=species:S:1:pos:R:3 method="wB97M-V/def2-TZVPD" smiles=CC total_charge=0 multiplicity=1 lumo_energy_ev=1.341 fmax_ev_per_a=1.6
C 0.119 0.071 -0.703
C -0.111 -0.089 0.777
H -0.313 -0.687 -1.359
H 1.175 -0.004 -0.963
H -0.163 1.057 -1.076
H -1.047 0.396 1.019
H -0.352 -1.132 0.979
H 0.692 0.387 1.326

---

Record 2
90
Properties=species:S:1:pos:R:3 method="wB97M-V/def2-TZVPD" total_charge=+1 multiplicity=1 lumo_energy_ev=-1.444 fmax_ev_per_a=4.8
Pb -10.535 24.143 2.542
C -9.031 27.672 3.093
O -9.651 26.428 3.282
H -9.062 28.014 2.058
H -9.429 28.509 3.666
H -7.956 27.674 3.277
C -12.869 19.341 0.415
C -11.727 18.574 1.030
C -10.396 19.181 0.624
C -10.119 20.532 1.187
N -9.906 21.628 1.591
H -13.837 19.140 0.875
H -13.091 18.819 -0.516
H -12.759 20.414 0.262
H -11.832 17.555 0.658
H -11.861 18.517 2.111
H -10.304 19.148 -0.462
H -9.580 18.599 1.050
C -6.647 25.621 6.458
C -6.248 24.147 6.674
C -7.423 23.234 6.342
C -7.875 23.314 4.953
N -8.196 23.392 3.827
H -5.836 26.321 6.655
H -7.369 25.807 7.253
H -7.131 25.772 5.493
H -5.809 23.996 7.661
H -5.484 23.911 5.934
H -8.284 23.514 6.948
H -7.102 22.229 6.618
C -15.835 23.782 0.090
C -15.228 23.268 -1.225
C -13.957 24.005 -1.596
C -12.949 23.984 -0.567
N -12.136 23.946 0.240
H -15.798 24.870 0.142
H -15.234 23.444 0.934
H -16.852 23.422 0.251
H -15.981 23.350 -2.009
H -14.915 22.241 -1.032
H -14.208 25.046 -1.795
H -13.612 23.672 -2.575
C -14.231 24.585 6.825
C -13.163 24.586 7.883
C -11.816 25.126 7.369
C -11.279 24.472 6.182
N -10.914 23.899 5.243
H -15.106 23.982 7.068
H -13.869 24.179 5.880
H -14.479 25.635 6.672
H -13.100 23.553 8.225
H -13.451 25.110 8.795
H -11.121 25.067 8.207
H -11.929 26.178 7.109
C -5.848 26.453 -0.455
C -5.352 25.507 0.663
C -6.384 25.172 1.707
C -7.721 24.812 1.132
N -8.728 24.511 0.580
H -6.529 25.903 -1.104
H -5.005 26.679 -1.108
H -6.218 27.424 -0.126
H -4.475 26.035 1.037
H -5.017 24.569 0.220
H -6.514 25.967 2.441
H -5.986 24.323 2.262
C -16.151 23.056 4.060
C -16.245 21.833 3.161
C -14.908 21.082 3.019
C -13.688 21.909 2.935
N -12.696 22.541 2.872
H -15.681 22.741 4.991
H -17.170 23.380 4.270
H -15.654 23.899 3.580
H -16.562 22.112 2.156
H -17.038 21.161 3.488
H -14.908 20.474 2.115
H -14.880 20.367 3.842
C -13.091 30.042 5.222
C -13.238 28.569 4.866
C -12.876 28.255 3.424
C -12.799 26.826 3.120
N -12.679 25.714 2.874
H -12.049 30.300 5.033
H -13.298 30.284 6.264
H -13.771 30.633 4.608
H -14.256 28.237 5.069
H -12.611 27.988 5.542
H -11.922 28.706 3.153
H -13.596 28.712 2.746

---

no.,HOMO-LUMO gap (eV)
1,12.9305
2,7.6855